# 1
An isolated molecule of C3H2Cl2N2S in a non-equilibrium geometry. Source: OMol25; level of theory: the ωB97M-V functional and the def2-TZVPD basis.

Values from the calculation:
Energy relative to the best compared isomer or geometry (same formula, charge and spin), kJ/mol: 256.6
Orbital gap, eV: 8.530

Last column: natural (NBO) charge in e.
CARTESIAN COORDINATES (ANGSTROEM)
C -0.075 -0.732 0.246  -0.28
C -1.180 0.408 -0.513  0.05
C 1.340 -0.249 -0.192  -0.54
N -1.128 1.535 0.052  -0.19
N -0.244 1.822 0.961  -0.52
S 0.762 0.481 1.410  0.80
Cl -0.529 -2.312 0.474  0.12
Cl -2.337 -0.386 -1.408  0.07
H 2.085 -1.043 -0.089  0.24
H 1.305 0.476 -0.943  0.25

=====

# 2
A cluster of 16 separate species, H31O16 in total in a non-equilibrium geometry. Source: OMol25; level of theory: the ωB97M-V functional and the def2-TZVPD basis.

Values from the calculation:
Energy relative to the best compared isomer or geometry (same formula, charge and spin), kJ/mol: 300.0
Total charge: -1
Orbital gap, eV: 9.293

Last column: natural (NBO) charge in e.
CARTESIAN COORDINATES (ANGSTROEM)
O 3.681 2.138 -1.737  -0.97
H 3.799 -1.888 2.977  0.46
H -2.856 1.960 -0.359  0.47
O 0.014 1.749 3.211  -1.00
H 4.030 1.439 -2.346  0.49
H 2.925 2.559 -2.123  0.47
O -2.239 -0.484 -1.402  -1.06
H -0.921 1.728 3.169  0.48
H 0.786 -1.591 -5.221  0.49
O -2.512 2.582 0.307  -0.99
H -1.864 1.379 5.289  0.49
H -1.533 2.343 0.212  0.50
O -2.271 2.232 5.515  -0.96
H 0.741 -0.398 -4.206  0.47
H 2.301 -0.145 -1.929  0.48
O -0.536 -2.545 -2.028  -0.98
H -1.159 -2.020 -1.456  0.50
H 0.188 -2.776 -1.430  0.45
O -3.358 -4.264 1.460  -0.94
H -2.648 -3.702 1.061  0.47
H -3.868 -4.538 0.687  0.46
O -0.119 -1.413 2.565  -0.95
H 0.809 -1.106 2.505  0.48
H -2.828 -0.735 -0.694  0.43
O 1.473 0.921 0.994  -1.07
H 2.096 1.641 0.988  0.48
O 2.702 -2.109 0.240  -0.96
H 2.467 -2.953 0.606  0.48
H 1.992 -1.584 -0.095  0.49
O 0.866 -0.642 -5.112  -0.96
H -1.475 0.111 -0.826  0.49
H -2.756 2.621 4.802  0.48
O 2.591 0.209 -2.759  -0.93
H 0.600 1.266 -5.707  0.49
H 1.784 0.329 -3.235  0.45
O -2.793 0.788 2.929  -0.96
H -3.333 0.955 2.146  0.49
H -2.294 -0.001 2.712  0.48
O 3.478 -1.363 3.721  -0.92
H -0.503 1.527 -1.434  0.46
H 2.582 -1.210 3.372  0.46
O -0.431 0.944 -0.692  -1.17
H 0.834 0.891 0.132  0.52
H -0.517 -0.937 1.817  0.47
O 0.282 2.119 -5.536  -0.97
H 0.464 1.799 2.375  0.49
H -0.671 2.174 -5.465  0.47

=====

# 3
An isolated molecule of C4H6INS in a non-equilibrium geometry. Source: OMol25; level of theory: the ωB97M-V functional and the def2-TZVPD basis.

Values from the calculation:
Energy relative to the best compared isomer or geometry (same formula, charge and spin), kJ/mol: 411.3
Orbital gap, eV: 8.274

Last column: natural (NBO) charge in e.
CARTESIAN COORDINATES (ANGSTROEM)
C 0.836 2.378 1.678  -0.45
C -0.423 -0.403 0.021  -0.62
C 1.433 2.929 0.592  -0.11
C -0.646 -1.902 0.043  -0.64
N 1.178 1.839 -0.284  -0.82
S 0.739 0.504 0.728  0.92
I 0.904 2.887 3.670  0.17
H 2.013 3.792 0.440  0.24
H -1.335 0.162 -0.444  0.22
H -1.439 -2.001 -0.719  0.23
H -1.032 -2.308 1.014  0.23
H 0.345 -2.344 -0.325  0.22
H 1.531 1.722 -1.247  0.40

=====

# 4
The ion C7H12N with charge +1 in a non-equilibrium geometry. Source: OMol25; level of theory: the ωB97M-V functional and the def2-TZVPD basis.

Values from the calculation:
Energy relative to the best compared isomer or geometry (same formula, charge and spin), kJ/mol: 377.2
Total charge: +1
Structure (SMILES): CC1=C(C2([NH3+])CC2)C1
Orbital gap, eV: 9.099

Last column: natural (NBO) charge in e.
CARTESIAN COORDINATES (ANGSTROEM)
C 0.194 -1.973 -2.206  -0.64
C 0.673 -1.106 -1.097  0.18
C 0.434 -0.123 -0.253  -0.12
C -0.371 0.653 0.583  0.06
N 0.595 1.637 1.236  -0.66
C -1.625 0.263 1.298  -0.39
C -1.710 1.282 0.139  -0.39
C 1.740 -0.819 -0.126  -0.46
H -0.762 -2.147 -2.054  0.23
H 0.784 -2.877 -2.177  0.24
H 0.496 -1.383 -3.075  0.26
H 0.659 2.556 0.822  0.45
H 1.508 1.266 1.287  0.45
H 0.401 1.744 2.268  0.44
H -1.661 0.579 2.376  0.24
H -2.015 -0.782 1.176  0.27
H -2.106 0.952 -0.816  0.25
H -1.899 2.285 0.326  0.23
H 2.722 -0.452 -0.362  0.19
H 1.943 -1.555 0.656  0.18

=====

# 5
A cluster of 3 separate species, C15H43ClN4O3P2 in total in a non-equilibrium geometry. Source: OMol25; level of theory: the ωB97M-V functional and the def2-TZVPD basis.

Values from the calculation:
Energy relative to the best compared isomer or geometry (same formula, charge and spin), kJ/mol: 317.9
Structure (SMILES): N=P(O)(O)[PH](O)(Cl)CCCN.CCN(CC)CC.CCN(CC)CC
Orbital gap, eV: 7.316

Last column: natural (NBO) charge in e.
CARTESIAN COORDINATES (ANGSTROEM)
N 1.862 -0.322 -1.594  -1.27
P 0.670 -1.342 -1.198  1.69
O 1.376 -2.492 -0.053  -0.96
O 0.096 -2.197 -2.646  -0.94
P -1.086 -0.419 -0.297  1.14
O -1.023 0.999 -1.301  -0.94
Cl -2.919 0.326 0.523  -0.41
C -0.440 -0.593 1.490  -0.75
C 0.920 0.255 1.830  -0.45
C 1.793 -0.663 2.913  -0.22
N 3.102 -0.028 3.329  -0.83
H 1.558 0.631 -1.298  0.38
H 1.076 -3.428 -0.263  0.48
H -0.057 -3.139 -2.283  0.47
H -1.873 -1.546 -0.818  -0.01
H -1.082 0.732 -2.286  0.52
H -1.285 -0.171 2.220  0.28
H -0.369 -1.753 1.758  0.27
H 1.626 0.453 0.918  0.24
H 0.647 1.301 2.285  0.22
H 1.930 -1.775 2.516  0.21
H 1.075 -0.768 3.860  0.16
H 3.653 -0.824 3.773  0.36
H 2.850 0.591 4.157  0.35
C 6.408 -0.775 -6.862  -0.62
C 5.737 -0.745 -5.491  -0.21
N 6.683 -0.731 -4.373  -0.46
C 6.055 -1.010 -3.077  -0.21
C 5.029 -0.006 -2.561  -0.64
C 7.669 0.351 -4.368  -0.22
C 7.147 1.785 -4.389  -0.64
H 7.114 -1.609 -6.939  0.21
H 5.652 -0.904 -7.643  0.21
H 6.942 0.155 -7.076  0.20
H 5.120 -1.650 -5.422  0.20
H 5.049 0.106 -5.451  0.16
H 6.834 -1.143 -2.315  0.19
H 5.563 -1.990 -3.144  0.19
H 5.505 0.907 -2.200  0.19
H 4.489 -0.439 -1.712  0.23
H 4.286 0.258 -3.317  0.21
H 8.326 0.219 -5.237  0.19
H 8.340 0.233 -3.508  0.20
H 6.355 1.934 -5.127  0.20
H 7.964 2.467 -4.650  0.21
H 6.778 2.094 -3.410  0.20
C -4.467 0.469 3.604  -0.62
C -5.784 0.567 4.369  -0.21
N -6.734 1.517 3.786  -0.45
C -7.855 1.838 4.675  -0.21
C -8.811 0.707 5.039  -0.63
C -7.092 1.300 2.383  -0.22
C -7.690 -0.052 2.005  -0.64
H -4.005 1.454 3.481  0.21
H -3.763 -0.164 4.156  0.21
H -4.601 0.020 2.615  0.21
H -5.535 0.896 5.386  0.19
H -6.217 -0.434 4.461  0.16
H -8.435 2.666 4.247  0.19
H -7.442 2.242 5.608  0.19
H -9.468 0.451 4.207  0.20
H -9.457 1.024 5.865  0.21
H -8.287 -0.194 5.366  0.20
H -6.193 1.454 1.773  0.20
H -7.776 2.092 2.052  0.20
H -7.140 -0.891 2.439  0.20
H -7.659 -0.174 0.917  0.21
H -8.737 -0.128 2.303  0.20

=====

# 6
An isolated molecule of C5H7NO. Source: OMol25; level of theory: the ωB97M-V functional and the def2-TZVPD basis.

Values from the calculation:
Energy relative to the best compared isomer or geometry (same formula, charge and spin), kJ/mol: 377.5
Structure (SMILES): C/C([O-])=C/C1=C[NH2+]1
Orbital gap, eV: 8.251

Last column: natural (NBO) charge in e.
CARTESIAN COORDINATES (ANGSTROEM)
C -2.097 1.361 -0.603  -0.70
C -0.894 0.465 -0.757  0.54
O -0.588 0.019 -1.860  -0.60
C -0.131 0.168 0.437  -0.51
C 0.897 -0.678 0.235  0.19
C 1.632 -1.517 -0.506  -0.20
N 1.983 -1.226 1.055  -0.62
H -1.950 2.253 -1.200  0.23
H -2.312 1.677 0.411  0.21
H -2.996 0.889 -0.982  0.23
H -0.392 0.542 1.418  0.22
H 2.408 -1.343 -1.237  0.22
H 1.778 -1.959 1.728  0.40
H 2.663 -0.547 1.399  0.39

=====

# 7
A cluster of 2 separate species, CHBr2FS in total in a non-equilibrium geometry. Source: OMol25; level of theory: the ωB97M-V functional and the def2-TZVPD basis.

Values from the calculation:
Energy relative to the best compared isomer or geometry (same formula, charge and spin), kJ/mol: 217.9
Orbital gap, eV: 7.379

Last column: natural (NBO) charge in e.
CARTESIAN COORDINATES (ANGSTROEM)
C -2.393 -0.919 -0.236  0.15
F -2.621 0.307 0.215  -0.34
S 0.238 -1.155 -0.027  -0.25
Br -2.821 -1.029 -2.119  0.13
Br -3.194 -2.158 0.939  0.16
H 0.451 0.202 -0.471  0.14

=====

# 8
The ion C5H8IN2 with charge +1 in a non-equilibrium geometry. Source: OMol25; level of theory: the ωB97M-V functional and the def2-TZVPD basis.

Values from the calculation:
Energy relative to the best compared isomer or geometry (same formula, charge and spin), kJ/mol: 288.2
Total charge: +1
Structure (SMILES): C=C/C=C\N=C(\[NH3+])I
Orbital gap, eV: 8.319

Last column: natural (NBO) charge in e.
CARTESIAN COORDINATES (ANGSTROEM)
C -0.825 -0.395 -2.355  -0.34
C -1.687 -0.194 -1.350  -0.26
C -1.688 -0.926 -0.058  -0.17
C -0.747 -1.071 0.849  -0.08
N 0.480 -0.474 0.995  -0.41
C 0.898 0.670 1.067  0.28
N 2.447 0.912 1.323  -0.70
I 0.007 2.561 0.391  0.18
H -0.923 0.065 -3.328  0.22
H 0.173 -0.902 -2.312  0.21
H -2.586 0.382 -1.309  0.23
H -2.571 -1.570 0.264  0.25
H -0.878 -1.906 1.724  0.24
H 2.444 1.422 2.176  0.45
H 2.617 1.383 0.476  0.46
H 2.840 0.045 1.449  0.44

=====

The highest orbital gap belongs to which entry? H31O16

=====

The highest energy relative to the best compared isomer or geometry (same formula, charge and spin) belongs to which entry? C4H6INS

=====

Which formula does entry 1 have? C3H2Cl2N2S

=====

Which value of orbital gap does entry 2 give? 9.293 eV